Record 1
Below is a 3-piece molecular cluster, C33H70N3O5PS overall, with properties calculated with ωB97M-V/def2-TZVPD.

- 2S+1: 3
- HOMO-LUMO gap (alpha / beta): 8.25 / 9.49 eV
- ⟨S²⟩: 2.01
- HOMO level (alpha / beta): -0.2908 / -0.3362 hartree

CARTESIAN COORDINATES (ANGSTROEM)
C  7.555  -0.459  -0.180
C  6.389  0.376  0.349
C  6.262  1.726  -0.392
C  4.880  1.997  -1.013
C  3.928  2.846  -0.143
C  2.648  2.129  0.324
C  1.387  2.608  -0.389
C  0.107  1.921  0.108
C  -1.061  2.883  0.347
C  -2.425  2.198  0.279
C  -2.744  1.618  -1.110
C  -4.131  1.976  -1.641
C  -5.297  1.397  -0.809
O  -4.794  0.368  0.016
C  -5.656  -0.179  1.012
C  -6.195  0.835  2.016
N  -5.167  1.694  2.590
P  -6.667  0.793  -1.883
O  -6.113  -0.584  -2.514
O  -6.555  1.809  -3.121
S  -8.430  0.631  -1.107
H  7.395  -0.660  -1.241
H  7.643  -1.413  0.343
H  8.504  0.074  -0.083
H  6.501  0.554  1.420
H  5.473  -0.202  0.201
H  7.021  1.764  -1.177
H  6.501  2.537  0.301
H  4.398  1.039  -1.232
H  5.023  2.490  -1.977
H  3.635  3.737  -0.703
H  4.472  3.211  0.731
H  2.750  1.052  0.154
H  2.509  2.254  1.402
H  1.507  2.422  -1.461
H  1.297  3.692  -0.262
H  -0.198  1.147  -0.601
H  0.327  1.402  1.046
H  -1.024  3.705  -0.376
H  -0.945  3.325  1.341
H  -2.458  1.406  1.031
H  -3.202  2.919  0.551
H  -2.024  2.018  -1.831
H  -2.620  0.535  -1.124
H  -4.238  3.063  -1.663
H  -4.202  1.642  -2.675
H  -5.755  2.197  -0.210
H  -5.036  -0.915  1.527
H  -6.499  -0.713  0.561
H  -6.982  1.441  1.563
H  -6.685  0.248  2.801
H  -4.234  1.366  2.380
H  -5.246  2.652  2.282
H  -6.576  -1.337  -2.107
H  -7.291  1.666  -3.743
C  11.635  2.689  3.636
C  11.163  1.779  2.497
C  11.848  0.410  2.565
C  13.329  0.470  2.199
C  13.537  1.102  0.824
C  12.860  2.469  0.655
N  11.441  2.357  1.137
O  10.625  1.960  0.238
C  13.632  3.569  1.387
C  12.819  2.852  -0.821
C  9.654  1.629  2.633
H  11.181  2.335  4.562
H  12.709  2.684  3.792
H  11.311  3.717  3.471
H  11.336  -0.266  1.874
H  11.713  0.006  3.572
H  13.894  1.014  2.960
H  13.737  -0.543  2.188
H  14.604  1.225  0.620
H  13.142  0.426  0.059
H  13.075  4.507  1.358
H  14.583  3.723  0.877
H  13.860  3.338  2.422
H  12.363  2.075  -1.428
H  13.842  3.012  -1.164
H  12.254  3.773  -0.967
H  9.161  2.596  2.526
H  9.416  1.230  3.621
H  9.247  0.957  1.884
C  -10.296  -2.700  -1.440
C  -10.290  -3.963  -0.578
C  -9.314  -5.006  -1.131
C  -9.794  -5.634  -2.438
C  -11.188  -6.241  -2.282
C  -12.230  -5.274  -1.702
N  -11.640  -4.618  -0.487
O  -11.811  -5.285  0.589
C  -12.686  -4.252  -2.746
C  -13.467  -6.048  -1.257
C  -9.880  -3.542  0.830
H  -9.370  -2.154  -1.259
H  -10.339  -2.888  -2.508
H  -11.122  -2.041  -1.172
H  -9.187  -5.793  -0.381
H  -8.339  -4.530  -1.266
H  -9.785  -4.897  -3.246
H  -9.098  -6.420  -2.736
H  -11.556  -6.597  -3.248
H  -11.123  -7.113  -1.624
H  -13.332  -3.503  -2.286
H  -13.262  -4.773  -3.512
H  -11.874  -3.740  -3.250
H  -13.215  -6.858  -0.579
H  -13.949  -6.467  -2.143
H  -14.174  -5.390  -0.754
H  -10.606  -2.843  1.248
H  -8.913  -3.038  0.774
H  -9.798  -4.392  1.500

Cartesian forces (eV/Å) of the 2 atoms listed first:
C 0.0 0.1 0.1
C 0.1 0.1 -0.2

=====

Record 2
Below is a 11-piece molecular cluster, C33H70NO13 overall in a non-equilibrium geometry, with properties calculated with ωB97M-V/def2-TZVPD.

- Total charge: +1
- HOMO-LUMO gap: 9.40 eV
- ΔE to the lowest compared entry with this formula, charge and spin: 62.8 kJ/mol
- HOMO level: -0.4177 hartree

CARTESIAN COORDINATES (ANGSTROEM)
N  -0.605  -0.132  -0.088
H  0.113  -0.698  0.525
H  -0.626  0.863  0.257
H  -1.509  -0.619  -0.008
H  -0.445  -0.076  -1.121
O  2.209  -5.306  1.661
C  2.654  -4.160  1.669
O  3.121  -3.445  2.573
C  3.383  -4.094  3.873
C  4.078  -3.098  4.792
C  2.451  -3.426  0.367
H  4.069  -5.065  3.909
H  2.501  -4.271  4.173
H  3.558  -2.120  4.582
H  5.091  -2.902  4.710
H  3.766  -3.619  5.845
H  3.219  -3.245  -0.285
H  2.308  -2.312  0.628
H  1.682  -3.636  -0.449
O  1.836  -1.213  -1.765
C  2.095  -1.031  -2.958
O  3.365  -0.743  -3.430
C  4.522  -0.809  -2.631
C  5.741  -0.856  -3.596
C  0.981  -0.759  -3.887
H  4.560  -1.954  -2.097
H  4.733  -0.142  -1.687
H  5.906  -0.060  -4.259
H  5.762  -1.722  -4.150
H  6.682  -1.033  -2.917
H  1.008  0.158  -4.436
H  0.086  -0.884  -3.293
H  1.229  -1.673  -4.505
O  -2.080  2.788  0.007
C  -2.535  3.356  -0.983
O  -2.308  4.628  -1.285
C  -1.461  5.447  -0.526
C  -0.890  6.623  -1.307
C  -3.518  2.741  -1.888
H  -0.673  4.796  -0.245
H  -1.898  5.859  0.357
H  -1.696  7.156  -1.845
H  -0.214  6.149  -1.909
H  -0.369  7.476  -0.628
H  -4.262  3.355  -2.096
H  -4.098  1.817  -1.602
H  -2.935  2.307  -2.761
C  -0.537  -2.202  4.922
C  -0.978  -2.296  3.475
O  -1.216  -1.128  2.720
C  -1.207  -3.719  2.961
H  -0.416  -3.121  5.434
H  -1.160  -1.524  5.512
H  0.436  -1.710  4.716
H  -0.409  -4.210  3.131
H  -1.216  -3.727  1.719
H  -2.275  -4.260  3.473
C  -0.660  -3.955  -3.066
C  -1.481  -3.558  -1.884
O  -1.018  -3.044  -0.785
C  -2.991  -3.816  -2.062
H  -0.978  -3.649  -3.979
H  -0.530  -4.965  -3.157
H  0.281  -3.573  -2.903
H  -2.986  -4.817  -2.525
H  -3.746  -2.927  -2.416
H  -3.469  -3.993  -1.055
C  -5.137  -0.323  -3.072
C  -3.707  -0.256  -3.626
O  -2.695  -0.648  -2.960
C  -3.651  0.139  -5.053
H  -5.986  -0.855  -3.549
H  -5.785  0.669  -2.759
H  -5.122  -0.601  -1.961
H  -4.111  -0.482  -5.533
H  -2.752  0.302  -5.295
H  -4.234  1.089  -5.233
C  4.389  0.061  1.637
C  3.016  0.531  1.980
O  2.181  0.549  1.015
C  2.720  0.903  3.403
H  4.335  -0.446  0.579
H  4.560  -0.641  2.320
H  5.275  0.533  1.982
H  3.128  0.040  3.936
H  1.659  0.836  3.617
H  3.128  1.976  3.801
C  -0.225  3.196  2.624
C  0.500  4.293  3.478
O  1.305  3.949  4.505
C  0.328  5.726  3.188
H  -0.111  2.247  3.045
H  0.100  3.243  1.580
H  -1.356  3.354  2.750
H  -0.665  6.108  3.332
H  0.578  5.992  2.072
H  0.948  6.371  4.015
C  -4.270  -2.335  1.453
C  -4.283  -0.883  1.933
O  -4.027  0.108  0.838
C  -4.508  -0.518  3.370
H  -3.553  -2.978  2.071
H  -4.205  -2.263  0.416
H  -5.342  -2.610  1.642
H  -5.442  -0.505  3.626
H  -4.112  0.651  3.443
H  -3.889  -1.068  4.147
C  2.589  2.707  -2.056
C  1.292  2.740  -2.535
O  0.311  1.974  -2.030
C  0.960  3.560  -3.771
H  3.219  3.686  -2.050
H  3.280  1.742  -2.542
H  2.825  2.664  -0.989
H  -0.057  3.582  -3.778
H  1.159  3.060  -4.675
H  1.409  4.608  -3.852

Cartesian forces (eV/Å) of the 2 atoms listed first:
N 0.8 -0.3 0.7
H -1.4 1.4 -2.0